(1)
# C3H4O2

An isolated molecule of C3H4O2 (the ωB97M-V functional and the def2-TZVPD basis, the OMol25 dataset).

Summary:
Electronic energy in hartree: -267.1675
Energy relative to the best compared isomer or geometry (same formula, charge and spin) in kcal/mol: 15.8
HOMO in eV: -9.94
SMILES string: CC(=O)C=O

```
9
Properties=species:S:1:pos:R:3:lowdin_charge:R:1
C 1.10042 -0.30856 0.26414 -0.009
C -0.10410 0.58413 0.18705 -0.400
O -0.14955 1.73236 0.56826 0.098
C -1.37280 -0.00585 -0.44237 -0.171
O -1.45533 -1.15376 -0.80120 0.080
H 1.73086 -0.00733 1.10406 0.090
H 1.68068 -0.20420 -0.66080 0.100
H 0.80056 -1.35489 0.35133 0.081
H -2.20182 0.72583 -0.52623 0.131
```

=====

(2)
# C3H4O2

An isolated molecule of C3H4O2 at a distorted geometry (the ωB97M-V functional and the def2-TZVPD basis, the OMol25 dataset).

Summary:
Electronic energy in hartree: -267.1472
Energy relative to the best compared isomer or geometry (same formula, charge and spin) in kcal/mol: 28.6
HOMO in eV: -9.64
SMILES string: CC(=O)C=O

```
9
Properties=species:S:1:pos:R:3:lowdin_charge:R:1
C -0.91560 -0.06971 0.07717 -0.002
C 0.32763 0.75671 -0.06772 -0.380
O 0.46997 1.59341 -0.96269 0.075
C 1.62977 0.51632 0.73536 -0.210
O 2.36742 -0.38405 0.54427 0.106
H -1.52640 0.55661 0.67585 0.075
H -0.86002 -1.09980 0.39317 0.084
H -1.36304 -0.06510 -0.95050 0.109
H 1.71540 1.36652 1.50752 0.143
```

=====

(3)
# C3H4O2

An isolated molecule of C3H4O2 at a distorted geometry (the ωB97M-V functional and the def2-TZVPD basis, the OMol25 dataset).

Summary:
Electronic energy in hartree: -267.0775
Energy relative to the best compared isomer or geometry (same formula, charge and spin) in kcal/mol: 72.3
HOMO in eV: -9.82

```
9
Properties=species:S:1:pos:R:3:lowdin_charge:R:1
C 0.36095 -0.05187 0.34238 -0.435
C 2.16986 0.04050 -0.22426 -0.016
C -1.04729 0.02773 -0.34688 -0.012
O 1.39838 -1.03442 -0.03985 0.006
O 1.21903 0.98336 0.12325 -0.007
H 0.07981 -0.24272 1.42696 0.162
H -1.61513 0.77835 0.40598 0.132
H -1.55593 -0.96685 -0.32043 0.087
H -1.00966 0.46592 -1.36716 0.083
```

=====

(4)
# C3H4O2

An isolated molecule of C3H4O2 (the ωB97M-V functional and the def2-TZVPD basis, the OMol25 dataset).

Summary:
Electronic energy in hartree: -267.1668
Energy relative to the best compared isomer or geometry (same formula, charge and spin) in kcal/mol: 16.3
HOMO in eV: -9.97
SMILES string: CC(=O)C=O

```
9
Properties=species:S:1:pos:R:3:lowdin_charge:R:1
C -1.00142 0.53191 0.42921 -0.006
C 0.11514 -0.45385 0.23548 -0.396
O 0.23955 -1.46975 0.88381 0.095
C 1.21233 -0.18831 -0.80291 -0.174
O 1.36288 0.84746 -1.39917 0.084
H -1.26989 0.52927 1.48788 0.090
H -1.88747 0.22104 -0.13856 0.098
H -0.71336 1.53136 0.10000 0.080
H 1.88282 -1.06384 -0.90911 0.129
```

=====

(5)
# C3H4O2

An isolated molecule of C3H4O2 at a distorted geometry (the ωB97M-V functional and the def2-TZVPD basis, the OMol25 dataset).

Summary:
Electronic energy in hartree: -267.0154
Energy relative to the best compared isomer or geometry (same formula, charge and spin) in kcal/mol: 111.3
HOMO in eV: -9.15
SMILES string: O[C@@H]1[C@H]2O[C@@H]12

```
9
Properties=species:S:1:pos:R:3:lowdin_charge:R:1
O -1.32718 0.78518 -0.53358 -0.006
C -0.67522 -0.03371 0.38336 -0.263
C 0.82866 0.30600 0.23767 -0.140
O 1.35175 -0.98951 0.60157 0.012
C 0.28121 -0.88413 -0.32684 -0.160
H -0.56893 1.04330 -1.09670 0.096
H -1.15805 -0.13478 1.35114 0.158
H 1.04765 1.24431 0.68363 0.153
H 0.22013 -1.33665 -1.30026 0.151
```

=====

(6)
# C3H4O2

A 2-piece molecular cluster, C3H4O2 overall at a distorted geometry (the ωB97M-V functional and the def2-TZVPD basis, the OMol25 dataset).

Summary:
Electronic energy in hartree: -266.9145
Energy relative to the best compared isomer or geometry (same formula, charge and spin) in kcal/mol: 72.3
HOMO (spin up / spin down) in eV: -4.28 / -8.25
2S+1: 3

```
9
Properties=species:S:1:pos:R:3:mulliken_spin:R:1
C 1.76246 0.82157 -0.00502 0.477
C 1.51132 -0.42674 -0.12644 0.295
C -2.04428 -0.37904 -0.02451 0.366
O 1.38510 -1.57130 -0.26135 0.252
O -0.85073 -0.37324 0.06252 0.416
H 1.01979 1.57790 -0.08308 0.049
H -2.46068 -0.03962 -0.94498 0.060
H 2.64627 0.91487 0.46410 0.029
H -2.83456 -0.74582 0.58789 0.056
```